{"formula": "C16H25NO4", "method": "the ωB97M-V functional and the def2-TZVPD basis", "charge": 0, "de_lowest_kj_mol": 357.8, "orbital_gap_ev": 9.0, "energy_ha": -980.31500, "smiles": "COCCCCN(C)C[C@H](O)[C@H]1COc2ccccc2O1", "homo_ha": -0.2999, "symbols": ["C", "O", "C", "C", "C", "C", "N", "C", "C", "C", "O", "C", "C", "O", "C", "C", "C", "C", "C", "C", "O", "H", "H", "H", "H", "H", "H", "H", "H", "H", "H", "H", "H", "H", "H", "H", "H", "H", "H", "H", "H", "H", "H", "H", "H", "H"], "xyz": [[-1.571, 4.796, 3.899], [-1.673, 3.496, 4.473], [-2.455, 2.566, 3.729], [-1.540, 1.806, 2.752], [-0.428, 1.060, 3.491], [0.505, 0.333, 2.521], [-0.179, -0.746, 1.757], [-0.807, -1.855, 2.551], [0.533, -1.142, 0.520], [0.024, -0.259, -0.641], [-1.346, 0.013, -0.319], [0.150, -0.942, -2.017], [-0.370, -0.104, -3.183], [-0.214, -0.832, -4.411], [0.998, -1.442, -4.546], [1.260, -1.967, -5.805], [2.358, -2.805, -5.991], [3.281, -2.900, -4.961], [3.082, -2.306, -3.690], [1.886, -1.624, -3.456], [1.552, -1.277, -2.165], [-1.294, 5.533, 4.665], [-2.551, 5.080, 3.399], [-0.775, 4.811, 3.145], [-3.226, 3.029, 3.128], [-2.996, 1.840, 4.390], [-1.193, 2.510, 2.048], [-2.131, 1.090, 2.199], [0.163, 1.785, 4.062], [-0.882, 0.315, 4.177], [0.836, 1.080, 1.819], [1.302, -0.120, 3.111], [-1.634, -1.452, 3.153], [-1.212, -2.659, 1.919], [-0.017, -2.223, 3.196], [1.646, -1.085, 0.627], [0.324, -2.173, 0.287], [0.565, 0.713, -0.680], [-1.369, 0.022, 0.686], [-0.434, -1.892, -1.994], [-1.408, 0.159, -3.014], [0.197, 0.827, -3.229], [0.577, -1.840, -6.621], [2.494, -3.267, -6.961], [4.145, -3.516, -5.132], [3.828, -2.433, -2.888]], "forces_ev_per_angstrom": [[-0.7265, -0.1814, -0.6962], [-0.7607, 0.2481, 0.3386], [0.4730, -0.9266, -0.3114], [-0.7110, -0.7868, 1.6882], [-0.1917, -0.1544, -0.3892], [-1.2389, -1.2057, 0.5305], [-0.3624, -0.1443, -0.3303], [0.7762, 1.3143, -0.4916], [0.8457, 0.4460, 0.7221], [-0.7130, 0.6187, 0.4730], [0.1408, 0.1381, -0.6191], [-0.3312, -0.4965, 0.6095], [0.8650, -0.2926, 0.2862], [-0.5065, 0.6609, 0.7443], [0.0477, -0.0754, 0.2014], [0.6343, -0.8547, 0.4319], [-0.1550, 1.1455, 0.3412], [0.0739, -0.0748, 0.7154], [-0.0577, -0.3368, -0.7736], [-0.1240, -0.5580, -0.5303], [-0.5598, 0.5889, -0.5494], [-0.2928, -0.4044, -0.0416], [1.0819, -0.1263, 0.6283], [-0.1383, 0.0481, -0.0929], [-0.3003, 0.6195, 0.0243], [0.7395, 0.7388, -0.0441], [0.8462, 0.8111, -0.9266], [-0.4046, -0.2185, -0.1888], [-0.1240, -0.2959, 0.0829], [0.2641, 0.5657, -0.0856], [0.6127, 0.0155, -0.4009], [0.5969, 0.1720, -0.1215], [0.2834, -0.1476, -0.1183], [0.3490, 0.4826, 0.0260], [-0.0846, -0.6282, 0.5109], [-0.7556, 0.1065, -0.0259], [-0.2944, -0.4479, -0.0152], [-0.0069, -0.4986, -0.0188], [0.3926, -0.3644, -1.0796], [0.3157, 0.4502, -0.0033], [-0.1621, -0.2796, -0.2298], [0.1752, 0.1188, -0.1094], [-0.4977, 0.2650, -0.0434], [0.2104, -0.0853, 0.1755], [0.3680, -0.0317, 0.1599], [-0.5924, 0.0619, -0.4533]]}

{"formula": "C48H76F4N8O8", "method": "the ωB97M-V functional and the def2-TZVPD basis", "charge": 0, "de_lowest_kj_mol": 2.5, "orbital_gap_ev": 9.2, "energy_ha": -3313.96004, "smiles": "Fc1ccccc1.Fc1ccccc1.Fc1ccccc1.Fc1ccccc1.CN(C)C=O.CN(C)C=O.CN(C)C=O.CN(C)C=O.CN(C)C=O.CN(C)C=O.CN(C)C=O.CN(C)C=O", "homo_ha": -0.3262, "symbols": ["F", "C", "C", "C", "C", "C", "C", "H", "H", "H", "H", "H", "F", "C", "C", "C", "C", "C", "C", "H", "H", "H", "H", "H", "F", "C", "C", "C", "C", "C", "C", "H", "H", "H", "H", "H", "F", "C", "C", "C", "C", "C", "C", "H", "H", "H", "H", "H", "C", "N", "C", "C", "O", "H", "H", "H", "H", "H", "H", "H", "C", "N", "C", "C", "O", "H", "H", "H", "H", "H", "H", "H", "C", "N", "C", "C", "O", "H", "H", "H", "H", "H", "H", "H", "C", "N", "C", "C", "O", "H", "H", "H", "H", "H", "H", "H", "C", "N", "C", "C", "O", "H", "H", "H", "H", "H", "H", "H", "C", "N", "C", "C", "O", "H", "H", "H", "H", "H", "H", "H", "C", "N", "C", "C", "O", "H", "H", "H", "H", "H", "H", "H", "C", "N", "C", "C", "O", "H", "H", "H", "H", "H", "H", "H"], "xyz": [[-3.730, -2.037, -0.840], [-3.776, -3.304, -0.390], [-4.889, -4.100, -0.643], [-4.948, -5.401, -0.152], [-3.876, -5.903, 0.547], [-2.791, -5.068, 0.839], [-2.765, -3.758, 0.391], [-5.649, -3.583, -1.252], [-5.857, -5.971, -0.356], [-3.827, -6.899, 1.012], [-1.993, -5.607, 1.400], [-1.864, -3.174, 0.635], [-2.875, 1.042, 3.873], [-2.587, 1.791, 2.814], [-2.567, 1.165, 1.588], [-2.273, 1.941, 0.497], [-1.935, 3.269, 0.638], [-1.895, 3.826, 1.879], [-2.284, 3.090, 3.010], [-2.663, 0.072, 1.589], [-2.226, 1.447, -0.487], [-1.738, 3.867, -0.292], [-1.934, 4.884, 1.983], [-2.311, 3.587, 3.992], [3.603, 1.594, 1.384], [4.680, 2.271, 1.687], [4.641, 3.514, 2.268], [5.837, 4.104, 2.589], [7.055, 3.538, 2.239], [7.091, 2.290, 1.628], [5.894, 1.671, 1.370], [3.686, 4.058, 2.294], [5.750, 5.104, 2.970], [7.962, 4.069, 2.496], [8.020, 1.800, 1.444], [5.941, 0.706, 0.919], [0.587, 2.548, -3.138], [0.468, 1.489, -2.309], [0.941, 1.590, -0.987], [0.699, 0.491, -0.105], [0.148, -0.691, -0.601], [-0.189, -0.733, -1.926], [-0.065, 0.340, -2.812], [1.263, 2.543, -0.668], [0.955, 0.526, 0.935], [-0.130, -1.522, -0.025], [-0.775, -1.569, -2.333], [-0.376, 0.307, -3.860], [1.916, -3.555, -2.908], [3.041, -2.724, -3.381], [2.911, -1.968, -4.638], [4.278, -2.717, -2.823], [5.310, -2.264, -3.321], [0.980, -3.002, -2.993], [2.080, -3.761, -1.818], [1.804, -4.466, -3.519], [2.036, -1.347, -4.548], [3.843, -1.440, -4.748], [2.740, -2.768, -5.459], [4.222, -3.244, -1.801], [3.483, 2.295, -3.895], [3.637, 2.795, -2.561], [4.182, 1.867, -1.576], [3.129, 3.920, -2.170], [3.183, 4.347, -1.031], [2.695, 1.515, -3.968], [4.439, 1.920, -4.236], [3.216, 3.116, -4.546], [3.505, 1.799, -0.725], [4.136, 0.894, -2.034], [5.180, 2.144, -1.216], [2.596, 4.558, -2.896], [-2.972, -4.337, 4.802], [-2.710, -3.113, 4.071], [-3.821, -2.330, 3.573], [-1.480, -2.693, 3.664], [-1.352, -1.665, 3.054], [-2.121, -4.530, 5.398], [-3.176, -5.169, 4.123], [-3.860, -4.282, 5.446], [-4.291, -2.795, 2.714], [-4.532, -2.289, 4.358], [-3.491, -1.344, 3.320], [-0.656, -3.353, 3.899], [2.398, -2.454, 2.404], [3.098, -2.335, 3.699], [4.022, -1.217, 3.900], [2.701, -3.077, 4.762], [1.870, -3.955, 4.668], [2.025, -3.478, 2.339], [3.076, -2.252, 1.596], [1.653, -1.667, 2.329], [4.293, -1.369, 4.929], [4.894, -1.230, 3.194], [3.520, -0.269, 3.881], [3.196, -2.702, 5.714], [-3.653, 0.712, -3.482], [-4.838, -0.149, -3.232], [-5.684, 0.219, -2.143], [-5.020, -1.277, -3.996], [-5.774, -2.149, -3.724], [-3.009, 0.603, -2.606], [-3.956, 1.749, -3.558], [-3.103, 0.375, -4.378], [-6.542, 0.824, -2.476], [-6.094, -0.756, -1.781], [-5.140, 0.647, -1.300], [-4.408, -1.219, -4.955], [0.808, 6.667, -0.213], [0.297, 7.451, -1.347], [-0.883, 8.300, -1.113], [0.785, 7.429, -2.606], [0.329, 7.996, -3.566], [-0.063, 6.355, 0.398], [1.404, 7.406, 0.445], [1.491, 5.831, -0.505], [-1.330, 8.464, -2.064], [-1.500, 7.804, -0.400], [-0.582, 9.290, -0.638], [1.787, 6.904, -2.667], [-0.348, 0.159, 5.854], [0.344, 1.378, 5.267], [0.788, 1.345, 3.854], [0.485, 2.545, 5.912], [0.838, 3.552, 5.418], [-1.295, 0.006, 5.286], [-0.460, 0.418, 6.911], [0.286, -0.732, 5.756], [0.106, 0.583, 3.317], [0.765, 2.344, 3.561], [1.792, 1.000, 3.768], [0.166, 2.572, 6.984], [-3.565, -5.066, -4.192], [-2.306, -4.461, -4.532], [-1.876, -4.834, -5.890], [-1.906, -3.324, -3.948], [-0.969, -2.576, -4.254], [-3.584, -5.440, -3.143], [-3.702, -5.991, -4.800], [-4.374, -4.319, -4.207], [-1.394, -5.878, -5.909], [-2.753, -4.809, -6.458], [-1.095, -4.156, -6.312], [-2.522, -3.013, -3.100]], "forces_ev_per_angstrom": [[-0.0925, 0.0830, -0.2247], [-0.9589, -0.3708, 0.1931], [-0.0923, 1.2498, -0.6715], [-0.8450, 0.3381, -0.7039], [0.7437, -0.1993, 1.1384], [-0.1789, -1.6354, 0.1469], [2.5010, -0.3015, 0.8722], [0.0590, -0.7567, 0.3274], [0.3879, -0.0155, 0.1283], [-0.4211, 0.3975, -0.6137], [-0.3377, 1.2309, -0.3955], [-0.6979, 0.0986, -0.2418], [-0.4251, -0.7059, 1.0804], [0.1543, -0.6314, -0.0289], [0.1279, -0.6609, 0.3501], [0.3564, -1.2068, -1.2948], [0.2663, 0.6185, -2.0355], [-1.5651, 0.2395, 1.0301], [0.7134, 1.7159, 0.0644], [-0.1876, 0.5185, -0.3176], [-0.0493, 0.3935, 0.4458], [-0.1267, -0.5296, 1.1275], [0.8312, 0.7818, 0.0657], [-0.0548, -0.5325, -0.5109], [-1.9194, -0.7121, -0.1231], [2.2899, 0.2079, 0.1171], [-1.3504, -0.1358, -0.6044], [0.2544, 0.6189, -0.5811], [0.1169, 0.1710, 0.5811], [-0.3499, 0.9710, 0.7926], [-0.1063, -0.2474, 0.0872], [0.4690, -0.3731, 0.4511], [0.4281, 0.2835, 0.3285], [0.0797, -0.0575, -0.0888], [0.4237, -0.2017, -0.3250], [-0.3995, -0.6225, -0.2880], [-0.0286, 0.2722, 0.1221], [0.9246, 0.1248, 1.0407], [-1.7174, -1.7475, -0.0651], [0.5484, 0.6085, -1.2656], [0.3083, 1.6059, -0.6786], [-1.6596, -0.5734, -1.6367], [0.0410, -0.4112, -0.0207], [0.6032, 0.7740, 0.5744], [0.1684, 0.4070, 0.3712], [0.0033, -0.8271, 1.1231], [0.7034, 0.1582, 0.3276], [0.0010, -0.2198, 0.4422], [0.6672, 0.5888, 0.5797], [0.2124, 0.5480, -0.3080], [-0.6531, -2.7788, -0.2758], [0.0879, -1.0179, 0.8133], [-1.2612, -0.2417, 0.7882], [0.1821, 0.0949, -0.0597], [-0.0999, -0.1806, -1.0047], [0.2380, 0.1482, 0.3789], [-0.2799, 0.4129, -0.2330], [0.0841, 0.2659, -0.4387], [0.3486, 1.6111, 0.8440], [0.4696, 0.5881, -1.0304], [-0.3421, -0.1336, -0.4786], [0.7615, -2.0521, -0.3609], [-0.4817, 0.2250, 0.2592], [-1.0813, 2.4151, 0.4055], [0.0886, 0.1314, 1.2226], [0.5480, 0.3025, 0.0662], [0.1271, -0.3251, -0.1571], [-0.2082, 0.1680, -0.2047], [0.2007, 0.2819, -0.0777], [0.5160, -0.4574, -0.1697], [-0.2018, -0.1077, -0.3125], [0.2238, -0.5037, -0.5728], [-0.6856, 0.0817, -0.8707], [0.1800, 0.3646, -0.2900], [0.0045, -0.5905, 0.1569], [-1.2979, -1.1592, 0.7538], [0.9947, 1.3631, -1.0896], [0.8761, -0.5536, 0.7026], [0.1749, -0.1122, -0.0398], [0.3012, 0.4865, -0.0900], [-0.0725, -0.1807, -0.3596], [-0.9267, 0.2494, 0.6886], [0.1070, 0.3965, -0.0679], [0.4917, -0.3561, 0.3963], [0.5010, -0.0642, 1.0476], [0.2213, 0.5734, -0.8146], [0.0129, -1.1119, -0.2098], [0.1447, 0.9435, -0.4026], [-0.1673, -0.3625, 0.6458], [-0.3177, 0.3730, -0.1345], [0.6472, -0.1182, -0.3358], [-0.6196, -0.2300, 0.0972], [0.9912, 0.3420, 0.3661], [-0.7984, -0.0675, 0.7416], [-0.2863, 0.6075, -0.4403], [-0.4430, -0.7961, -0.6153], [-0.6186, -0.9319, 0.3096], [1.7344, 0.4816, -1.6730], [-1.1605, -1.8786, 0.5891], [1.6141, 2.8829, -0.2785], [-1.5410, -2.1090, 0.2674], [0.2344, 0.1274, -0.1521], [-0.0039, 0.2275, -0.2211], [-0.3372, 0.2019, 0.3750], [0.4240, 0.1090, 0.2483], [0.0002, 0.8426, -0.0240], [0.0661, 0.2544, -0.2526], [-0.2985, -0.3149, 0.8926], [0.9767, 1.5640, 0.6549], [-0.8572, -0.0514, 0.0741], [1.9527, 0.7434, 0.9364], [1.9010, -0.6634, 0.7602], [-0.5396, 0.3769, -0.5570], [0.5891, -0.2295, -0.4309], [-0.7126, -1.2798, -0.7106], [-0.7341, 0.6757, 0.1120], [-0.6373, 0.2377, -0.5159], [-0.8077, -0.3683, 0.2972], [-0.2707, -1.0299, -0.6746], [-0.8255, -0.0297, 0.0900], [0.7555, 1.7255, -0.8907], [-0.1404, -2.1891, -0.3888], [-2.0491, -2.6597, 1.0396], [-1.8167, -2.1430, 2.2843], [1.5880, 3.2889, -1.7216], [0.5952, 0.0404, 0.7468], [-0.4402, -0.3954, -0.1587], [-0.0849, 0.2638, -0.0025], [0.9434, 1.5629, 0.4777], [-0.3533, 1.4883, -1.2486], [0.9249, -0.3924, 0.0415], [0.0227, -0.6487, -0.2821], [-0.8466, -0.8358, 1.6755], [0.9627, -0.0342, -1.2000], [2.8824, -0.6525, 0.9049], [0.7138, 1.2615, 0.0620], [-0.6923, -1.1892, -0.4436], [0.3146, 0.2448, -0.4654], [-0.2249, 1.0682, 0.2185], [-0.0841, -0.5354, -0.6087], [-0.9443, 1.3716, 0.1354], [-1.1078, -0.1256, -1.3619], [-0.8178, -0.2585, 0.6072], [-0.3699, -0.3500, 0.3396]]}

{"formula": "C16H25IN7O5Pt", "method": "the ωB97M-V functional and the def2-TZVPD basis", "charge": 1, "de_lowest_kj_mol": 242.4, "orbital_gap_ev": [6.6, 6.6], "energy_ha": -1800.85999, "homo_ha": [-0.3909, -0.3909], "symbols": ["Pt", "C", "C", "N", "O", "C", "C", "N", "O", "H", "H", "H", "H", "H", "H", "H", "C", "N", "C", "C", "N", "N", "C", "N", "N", "H", "H", "H", "H", "H", "H", "H", "H", "H", "H", "H", "I", "C", "H", "H", "O", "C", "C", "C", "C", "C", "C", "C", "O", "O", "H", "H", "H", "H", "H"], "xyz": [[1.313, 0.087, -0.029], [1.945, -4.253, -0.270], [1.968, -2.774, -0.433], [1.736, -1.940, 0.512], [1.443, -2.451, 1.753], [2.311, -2.160, -1.690], [2.917, -2.908, -2.833], [2.104, -0.875, -1.792], [2.349, -0.175, -2.771], [1.302, -4.536, 0.558], [2.952, -4.618, -0.055], [1.600, -4.726, -1.186], [1.559, -1.649, 2.305], [3.664, -3.615, -2.469], [3.392, -2.213, -3.518], [2.159, -3.465, -3.387], [-2.356, -0.061, 4.351], [-2.050, 0.150, 2.937], [-3.090, -0.216, 1.980], [-0.768, 0.181, 2.489], [-0.404, -0.179, 1.306], [0.139, 0.713, 3.400], [1.512, 0.792, 3.276], [2.110, 1.516, 4.249], [2.124, 0.173, 2.326], [-3.433, -0.002, 4.471], [-1.932, 0.711, 4.992], [-2.019, -1.038, 4.703], [-4.053, 0.062, 2.398], [-3.099, -1.288, 1.764], [-2.958, 0.340, 1.052], [-1.151, -0.574, 0.747], [-0.272, 1.202, 4.176], [1.593, 2.047, 4.926], [3.107, 1.640, 4.229], [3.132, 0.297, 2.352], [4.518, 0.870, -0.303], [2.535, 1.511, -0.631], [2.403, 1.636, -1.701], [2.344, 2.398, -0.036], [-1.258, 3.708, -1.672], [-1.922, 2.877, -2.508], [-2.856, 3.461, -3.361], [-3.576, 2.678, -4.237], [-3.386, 1.295, -4.291], [-2.461, 0.719, -3.452], [-1.719, 1.492, -2.550], [-0.736, 0.808, -1.696], [-0.037, 1.546, -0.833], [-0.539, -0.396, -1.734], [-0.631, 3.176, -1.152], [-2.992, 4.533, -3.316], [-4.298, 3.147, -4.893], [-3.951, 0.690, -4.984], [-2.279, -0.347, -3.472]], "forces_ev_per_angstrom": [[-1.8041, -1.8067, -0.1725], [0.0052, -0.0114, 0.1689], [0.2142, 0.1554, -0.3103], [0.0213, 0.5490, 0.5180], [0.0377, 0.1350, -0.1812], [-0.1109, -0.2683, -0.3322], [-0.0801, -0.0675, 0.0069], [0.0205, 1.8728, 0.4338], [-0.2348, -0.5266, -0.1172], [0.0014, -0.0042, 0.0075], [0.0124, 0.0085, -0.0142], [0.0207, 0.0137, -0.0224], [0.0926, -0.0041, 0.0124], [-0.0163, -0.0175, -0.0061], [-0.0020, 0.0256, 0.0147], [0.0047, 0.0115, -0.0171], [-0.0282, 0.0160, 0.0161], [0.0385, -0.0305, -0.1330], [-0.0149, -0.0234, 0.0416], [0.0719, 0.2438, 0.0893], [-0.0214, -0.1292, -0.0614], [-0.1290, -0.0953, -0.0886], [0.1449, 0.0670, 0.0803], [-0.0026, 0.0303, -0.0019], [0.0079, 0.0569, 0.3860], [0.0099, -0.0031, 0.0076], [-0.0285, 0.0225, -0.0006], [0.0160, -0.0115, -0.0074], [-0.0016, -0.0053, -0.0080], [0.0015, -0.0084, -0.0010], [-0.0147, 0.0210, 0.0034], [-0.0081, 0.0284, 0.0446], [0.0071, -0.0081, -0.0304], [0.0026, 0.0231, -0.0006], [-0.0177, 0.0023, -0.0027], [-0.0046, 0.0711, -0.0128], [0.2943, 0.2050, 0.1002], [1.3350, 0.3434, -0.1478], [-0.0241, 0.1082, 0.0705], [-0.0543, 0.0143, -0.0439], [-0.0487, -0.1339, -0.0491], [0.0553, 0.2184, 0.1020], [-0.0421, -0.0180, -0.0387], [-0.0267, -0.0159, -0.0201], [0.0350, 0.0813, 0.0520], [0.0150, -0.0670, 0.0145], [0.0297, 0.2012, 0.1037], [0.0654, -0.1213, 0.0829], [1.0580, -0.8043, -0.0051], [-0.8916, -0.4170, -0.4842], [-0.0124, 0.0671, -0.0380], [-0.0064, 0.0158, 0.0016], [0.0009, 0.0031, -0.0076], [-0.0067, -0.0082, -0.0123], [0.0129, -0.0048, 0.0099]]}